{"formula": "C3HO3Sc", "method": "ωB97M-V with the def2-TZVPD basis set", "symbols": ["O", "Sc", "O", "C", "O", "C", "H", "C"], "xyz": [[-0.70190, 0.98324, -0.13737], [2.82538, 0.14917, 0.19111], [0.91911, -0.58549, -0.16042], [-0.26827, -0.25186, -0.02514], [-1.24898, -1.08886, 0.10147], [-2.48592, -0.25501, 0.06887], [-3.39840, -0.83422, -0.01687], [-2.14640, 1.02877, -0.07380]], "homo_lumo_gap_ev": [3.8, 3.5], "lumo_energy_ev": [-7.19, -7.45], "s_squared": 0.752, "fmax_ev_per_a": 5.3, "charge": 1, "multiplicity": 2, "total_energy_ha": -1100.90546}

---

{"formula": "C3H9NOS", "method": "ωB97M-V with the def2-TZVPD basis set", "symbols": ["C", "C", "S", "N", "C", "O", "H", "H", "H", "H", "H", "H", "H", "H", "H"], "xyz": [[-0.16775, 0.68138, -0.29204], [1.04734, 1.33691, 0.50000], [2.57342, 1.47328, -0.52079], [-1.01366, -0.17371, 0.40649], [-1.42672, -1.46783, -0.25806], [-0.54989, -2.46397, 0.25499], [0.15370, 0.10286, -1.20750], [-0.71250, 1.52076, -0.63901], [0.90403, 2.35086, 0.92079], [1.14294, 0.60131, 1.31669], [3.38438, 0.95181, 0.48030], [-1.96558, 0.26910, 0.52754], [-1.24031, -1.33072, -1.31923], [-2.49558, -1.66804, -0.12167], [0.36618, -2.18400, -0.04852]], "homo_lumo_gap_ev": 9.9, "lumo_energy_ev": 0.86, "fmax_ev_per_a": 5.1, "total_energy_ha": -647.82576}

---

{"formula": "ClFH2NP", "method": "ωB97M-V with the def2-TZVPD basis set", "symbols": ["N", "F", "P", "Cl", "H", "H"], "xyz": [[-0.57082, 0.68373, 0.71862], [-0.55190, -1.28917, -1.47430], [0.66210, -0.39176, -0.90864], [1.49588, -1.61114, 0.36796], [0.17802, 1.30716, 1.03721], [-1.21327, 1.30118, 0.25915]], "homo_lumo_gap_ev": [7.5, 8.5], "lumo_energy_ev": [1.06, -2.43], "s_squared": 2.006, "fmax_ev_per_a": 2.5, "multiplicity": 3, "total_energy_ha": -957.27077}

---

{"formula": "C29H46BiP2Te", "method": "ωB97M-V with the def2-TZVPD basis set", "symbols": ["Bi", "C", "C", "C", "C", "C", "C", "H", "H", "H", "C", "H", "H", "H", "C", "H", "H", "H", "C", "H", "H", "H", "C", "H", "H", "H", "C", "C", "C", "C", "C", "C", "C", "C", "H", "H", "H", "H", "H", "H", "H", "H", "H", "H", "H", "H", "P", "C", "C", "P", "C", "C", "C", "H", "H", "H", "H", "H", "H", "H", "H", "H", "H", "H", "H", "H", "H", "Te", "C", "C", "C", "C", "C", "C", "H", "H", "H", "H", "H"], "xyz": [[2.18827, 0.39471, 0.15349], [-1.64042, -0.93427, 1.80174], [-1.26010, -2.02434, 0.95139], [0.62569, -1.29154, 2.04420], [-0.50825, -0.50833, 2.49874], [0.09976, -2.30071, 1.15482], [-2.99018, -0.32101, 1.86028], [-3.47504, -0.34873, 0.87890], [-2.91951, 0.72250, 2.18177], [-3.64794, -0.85006, 2.56851], [-0.43194, 0.53431, 3.54466], [-1.33736, 1.14521, 3.55489], [0.41794, 1.20993, 3.42105], [-0.34569, 0.08871, 4.55435], [1.92413, -1.38751, 2.76961], [1.78542, -1.84833, 3.76428], [2.38316, -0.41490, 2.94084], [2.64811, -2.01535, 2.24983], [0.89492, -3.37748, 0.51525], [0.80020, -4.31922, 1.09205], [1.96501, -3.13553, 0.47288], [0.55302, -3.59034, -0.50429], [-2.14072, -2.73569, -0.00022], [-2.44950, -3.73756, 0.34822], [-1.65288, -2.87634, -0.96112], [-3.06132, -2.18124, -0.18057], [-0.80560, 2.32147, -1.79618], [-1.92311, 1.58729, -1.64624], [-2.26715, 0.38997, -2.46194], [-1.22958, -0.32911, -3.41446], [0.07414, -0.89640, -2.97529], [1.18386, -0.12018, -2.82290], [1.31148, 1.31315, -3.23053], [0.12122, 2.33249, -2.96142], [-3.06798, 0.66736, -3.15981], [-1.04812, 0.38885, -4.23440], [-2.68397, -0.33769, -1.75772], [-0.42313, 2.41152, -3.91234], [-0.38496, 2.83197, -0.87686], [-2.43704, 1.67202, -0.67552], [0.63013, 3.30622, -2.89311], [2.22073, 1.73754, -2.78186], [2.12106, -0.59674, -2.45395], [1.48684, 1.43238, -4.33668], [-1.82274, -1.14782, -3.83296], [0.06525, -1.89194, -2.48948], [-0.22670, 1.40012, -6.12435], [-0.34423, 3.22339, -6.39876], [-1.48788, 0.98547, -7.43158], [2.05615, -0.41638, -6.86953], [1.22792, 1.20691, -7.28498], [1.48689, -1.30678, -8.42567], [3.65809, 0.03235, -7.70542], [0.51160, 3.73955, -5.94009], [-1.28391, 3.57496, -5.95392], [-0.35612, 3.40082, -7.48996], [-1.31055, 1.63553, -8.29702], [-2.47994, 1.19370, -7.02457], [-1.41827, -0.05694, -7.75194], [3.47898, 0.33242, -8.74670], [4.28071, -0.86640, -7.70762], [4.16700, 0.83569, -7.16382], [1.91925, 2.06335, -7.19679], [0.86387, 1.17033, -8.33074], [2.06479, -2.23080, -8.48425], [1.71640, -0.71189, -9.31596], [0.42088, -1.54168, -8.41292], [3.96225, 2.58077, 0.58425], [3.11680, 2.92798, 2.57146], [3.76494, 2.20750, 3.58465], [3.59267, 2.61418, 4.90890], [2.64768, 3.58929, 5.22279], [1.87242, 4.17900, 4.21772], [2.04501, 3.78459, 2.88245], [4.40744, 1.37639, 3.29377], [4.22148, 2.17318, 5.68771], [2.48634, 3.85755, 6.26136], [1.14969, 4.96131, 4.47820], [1.38366, 4.14281, 2.08677]], "homo_lumo_gap_ev": [4.6, 4.7], "lumo_energy_ev": [-5.62, -5.55], "fmax_ev_per_a": 2.8, "charge": 1, "total_energy_ha": -2297.49468}

---

{"formula": "C8H7AuNO3S2", "method": "ωB97M-V with the def2-TZVPD basis set", "symbols": ["Au", "O", "C", "O", "C", "C", "C", "C", "C", "N", "H", "H", "H", "H", "C", "O", "C", "S", "S", "H", "H", "H"], "xyz": [[-1.92069, 1.08547, -1.32342], [0.44234, 4.22055, 0.05337], [-0.18758, 3.17882, -0.09643], [-1.18086, 3.02490, -0.89758], [0.26413, 1.99022, 0.74219], [1.61797, 1.70181, 0.85721], [2.00065, 0.61160, 1.61942], [1.02511, -0.11151, 2.28783], [-0.29887, 0.27205, 2.13790], [-0.68053, 1.27976, 1.35905], [2.33554, 2.32454, 0.34099], [3.04245, 0.32388, 1.69177], [1.28377, -0.96612, 2.89910], [-1.09163, -0.26122, 2.64942], [0.06663, -2.63935, -2.38566], [-0.70293, -2.76901, -1.19047], [-1.83839, -2.07723, -0.97489], [-2.58556, -2.35821, 0.46414], [-2.40687, -0.97164, -2.20822], [0.42158, -3.63961, -2.63101], [0.91908, -1.98616, -2.19474], [-0.52535, -2.23357, -3.19997]], "homo_lumo_gap_ev": 7.7, "lumo_energy_ev": 3.05, "fmax_ev_per_a": 0.6, "charge": -1, "total_energy_ha": -1521.69314}

---

{"formula": "C5H10O", "method": "ωB97M-V with the def2-TZVPD basis set", "symbols": ["C", "C", "C", "O", "C", "C", "H", "H", "H", "H", "H", "H", "H", "H", "H", "H"], "xyz": [[2.08487, 0.19646, 0.19311], [0.83937, -0.18562, -0.61210], [-0.43045, -0.23261, 0.21114], [-0.39089, -1.18205, 1.24718], [-1.22990, 1.00850, 0.44529], [-1.78477, -0.10117, -0.41960], [2.97890, 0.18009, -0.44186], [2.24612, -0.50747, 1.01528], [1.99846, 1.20069, 0.62440], [0.98615, -1.17700, -1.05965], [0.69320, 0.52113, -1.43753], [-0.98156, -1.86029, 0.90334], [-1.67521, 1.12954, 1.42786], [-0.91396, 1.92292, -0.04788], [-2.59105, -0.67240, 0.04226], [-1.87358, 0.00196, -1.49602]], "homo_lumo_gap_ev": 10.9, "lumo_energy_ev": 1.06, "fmax_ev_per_a": 0.6, "total_energy_ha": -271.71255}